DFT (ωB97M-V with the def2-TZVPD basis set) results for C20H28ClInN3O4 as an isolated structure at a distorted geometry.

Computed properties:
Kohn-Sham gap (spin up / spin down)	3.63 / 2.49	eV
net charge	-1

Cartesian coordinates (Å):
H: 2.97 4.54 0.26
C: 2.59 1.66 0.63
N: -2.15 2.76 1.30
H: 4.06 0.06 -1.58
H: 2.86 0.30 2.24
C: 1.16 3.33 0.00
H: -0.50 4.05 1.24
C: -3.18 -0.94 -0.45
O: -3.33 2.60 1.72
C: -3.99 -2.14 0.06
H: -4.09 0.65 0.74
H: -3.43 1.20 -0.80
C: 0.38 -4.31 -0.97
H: -0.62 -4.10 -1.34
C: 0.31 3.22 -1.25
H: 0.89 -4.78 -1.78
C: 2.89 -1.44 -0.64
H: -2.11 -0.34 -2.23
C: -1.89 -2.31 0.84
H: -0.71 2.90 -1.02
H: 0.29 4.20 -1.75
C: 3.08 0.36 1.16
H: 0.78 2.48 -1.93
N: 1.30 2.00 0.63
C: 2.60 3.69 -0.33
H: 2.77 3.80 -1.41
C: 1.02 -1.09 0.72
H: -2.23 -2.11 -2.01
N: -1.97 -1.02 0.38
H: -4.48 -2.73 -0.72
H: 0.52 5.31 0.50
In: -0.22 0.34 1.30
C: -2.77 -1.15 -1.90
H: -0.54 -2.51 2.44
C: 2.37 -0.78 0.46
C: -3.93 0.36 -0.30
O: 3.41 2.53 0.09
H: -3.68 -1.17 -2.51
H: -0.78 -3.97 1.47
C: 0.53 -2.40 0.59
H: 0.25 -5.06 -0.20
C: 2.20 -2.58 -1.11
H: 1.14 4.35 1.89
H: 4.16 0.35 1.04
C: 4.14 -0.98 -1.26
C: -0.65 -2.87 1.41
H: 0.13 0.27 3.42
H: -4.92 0.22 -0.77
C: 1.05 -3.08 -0.50
O: -1.58 1.69 0.71
Cl: -0.90 0.74 3.79
H: -4.69 -1.84 0.86
C: 0.53 4.32 0.97
H: 4.41 -1.53 -2.13
O: -2.99 -3.01 0.68
H: 5.00 -1.02 -0.60
H: 2.55 -3.04 -2.03



DFT (ωB97M-V with the def2-TZVPD basis set) results for a 10-piece molecular cluster, C4H30N2O9 overall at a distorted geometry.

Computed properties:
relative energy (zero: lowest compared OMol25 entry of this formula, charge and spin)	102.7	kcal per mole
2S+1	2
Kohn-Sham gap (spin up / spin down)	10.11 / 5.06	eV
net charge	+1

Cartesian coordinates (Å):
O: -1.53 3.48 -2.49
H: -2.39 -3.08 0.26
H: -1.78 0.20 -3.94
O: 1.09 -2.85 -0.12
C: -0.83 0.79 1.07
C: -2.60 -2.04 0.50
H: -2.20 -2.18 1.66
H: -0.54 0.09 1.94
H: -0.51 -1.73 2.60
H: 3.24 -1.31 -1.08
H: 2.59 -1.04 1.26
O: 1.79 -1.08 1.76
N: 0.42 1.12 0.23
H: -1.22 3.92 -1.80
H: 1.64 -0.91 -2.63
H: 0.95 2.84 1.22
H: -1.97 -1.32 -1.31
H: -2.93 0.35 0.48
H: 2.72 0.06 -1.37
H: -0.76 1.57 4.31
O: 1.55 0.14 -2.62
H: 1.39 -1.82 1.45
C: -1.84 0.23 0.10
H: 2.27 2.12 0.43
H: 0.23 -3.05 0.18
H: -1.86 0.69 -0.82
N: -1.65 -1.27 -0.25
H: 1.66 2.68 -3.34
H: -0.58 -3.25 3.07
O: -0.36 -2.75 2.26
H: 0.67 0.41 -2.65
H: 2.38 1.64 -2.55
H: 0.84 0.28 -0.08
O: -0.43 0.64 4.43
H: 1.15 -1.96 -0.57
H: -3.67 -1.62 0.73
O: 3.28 -0.44 -0.69
O: -1.37 -0.23 -3.21
H: 0.34 0.43 4.02
H: -1.19 2.60 -2.28
H: -1.24 1.75 1.48
C: 1.34 1.89 1.12
H: 1.58 1.19 2.07
H: -1.77 0.17 -2.39
O: 2.09 2.65 -2.47



DFT (ωB97M-V with the def2-TZVPD basis set) results for a 2-piece molecular cluster, C6H7O2 overall at a distorted geometry.

Computed properties:
relative energy (zero: lowest compared OMol25 entry of this formula, charge and spin)	45.8	kcal per mole
Kohn-Sham gap	6.51	eV
net charge	-1

Cartesian coordinates (Å):
H: 3.56 0.96 1.10
H: -3.39 -1.28 -0.34
C: -0.98 0.84 -0.54
O: 0.64 -2.11 -0.54
H: -2.70 -1.10 1.27
C: 2.13 -0.28 0.14
C: 1.40 -1.14 -0.30
C: 2.85 0.98 0.26
H: 2.14 1.80 0.44
O: -0.55 1.91 -0.84
H: 3.41 1.24 -0.65
C: -1.48 -0.32 -0.30
H: -0.80 -1.20 -0.43
H: -3.39 0.31 0.43
C: -2.82 -0.61 0.30